The following is a quantum chemistry calculation of a 8-piece molecular cluster, C50H47NO3 overall, from OMol25.

For the HOMO-LUMO gap, the calculation gives 7.724 eV. The molecular weight comes out at 709.93 g mol⁻¹. Its structure (SMILES) is CC1=CC(=O)C(OC#N)=CC1=O.c1ccccc1.c1ccccc1.c1ccccc1.c1ccccc1.c1ccccc1.c1ccccc1.c1ccccc1. The spin multiplicity is 1. Its lowest unoccupied orbital energy is -0.0547 hartree. The calculation puts the total energy at -60241.5982 eV.

```
101
Properties=species:S:1:pos:R:3:mulliken_charge:R:1
C -1.513 2.845 1.436 -1.37
C -0.276 2.662 2.247 0.75
C 0.124 3.532 3.155 -0.60
C 1.390 3.239 3.873 0.14
O 1.553 3.415 5.053 -0.50
C 2.442 2.633 2.982 0.52
O 3.770 3.037 3.157 -0.41
C 4.132 3.829 2.218 0.51
N 4.473 4.565 1.378 -0.43
C 2.062 1.755 2.095 -0.58
C 0.597 1.468 2.027 0.28
O 0.164 0.361 1.833 -0.58
H -2.047 1.924 1.253 0.30
H -2.130 3.597 1.903 0.38
H -1.207 3.218 0.462 0.35
H -0.440 4.419 3.377 0.51
H 2.739 1.272 1.411 0.60
C 1.579 -0.400 -1.732 -0.62
C 2.424 -0.759 -2.774 -0.39
C 3.381 -1.746 -2.583 -0.21
C 3.489 -2.379 -1.352 -0.60
C 2.643 -2.022 -0.311 -0.82
C 1.688 -1.029 -0.497 -0.44
H 0.834 0.371 -1.882 0.44
H 2.335 -0.271 -3.737 0.49
H 4.043 -2.022 -3.395 0.43
H 4.233 -3.153 -1.203 0.49
H 2.728 -2.518 0.648 0.49
H 1.031 -0.745 0.318 0.81
C 7.622 -0.827 -6.620 -0.38
C 6.689 0.172 -6.861 -0.40
C 5.845 0.594 -5.843 -0.48
C 5.940 0.022 -4.582 -0.26
C 6.875 -0.974 -4.340 -0.46
C 7.714 -1.402 -5.360 -0.37
H 8.278 -1.158 -7.415 0.36
H 6.619 0.621 -7.843 0.37
H 5.113 1.369 -6.033 0.38
H 5.284 0.354 -3.787 0.49
H 6.949 -1.419 -3.355 0.38
H 8.440 -2.182 -5.173 0.37
C -5.086 1.963 0.917 -0.38
C -6.056 2.794 1.461 -0.69
C -6.776 3.651 0.640 -0.15
C -6.531 3.671 -0.726 -0.56
C -5.563 2.837 -1.271 -0.32
C -4.839 1.985 -0.449 -0.43
H -4.524 1.296 1.559 0.49
H -6.251 2.773 2.526 0.42
H -7.528 4.303 1.065 0.35
H -7.094 4.338 -1.367 0.41
H -5.374 2.852 -2.336 0.39
H -4.081 1.338 -0.873 0.45
C -9.225 -0.500 0.691 -0.59
C -8.535 0.555 0.110 0.30
C -9.028 1.153 -1.041 -0.15
C -10.213 0.702 -1.606 -0.54
C -10.904 -0.352 -1.023 -0.41
C -10.408 -0.955 0.124 -0.37
H -8.839 -0.970 1.588 0.37
H -7.616 0.910 0.552 0.10
H -8.489 1.971 -1.497 0.24
H -10.599 1.171 -2.502 0.37
H -11.828 -0.703 -1.462 0.36
H -10.943 -1.780 0.577 0.36
C 5.618 -6.463 1.950 -0.36
C 4.383 -6.141 2.497 -0.40
C 3.317 -5.824 1.667 -0.42
C 3.483 -5.838 0.289 -0.32
C 4.717 -6.164 -0.258 -0.43
C 5.785 -6.473 0.572 -0.40
H 6.450 -6.707 2.598 0.36
H 4.253 -6.136 3.572 0.36
H 2.356 -5.567 2.094 0.40
H 2.650 -5.595 -0.359 0.44
H 4.845 -6.176 -1.333 0.41
H 6.748 -6.722 0.146 0.36
C -0.654 -3.445 -5.413 -0.48
C 0.656 -3.189 -5.033 -0.27
C 1.571 -2.722 -5.967 -0.29
C 1.173 -2.503 -7.279 -0.54
C -0.138 -2.756 -7.658 -0.34
C -1.051 -3.230 -6.726 -0.38
H -1.367 -3.812 -4.685 0.37
H 0.965 -3.352 -4.008 0.42
H 2.594 -2.527 -5.672 0.41
H 1.885 -2.135 -8.006 0.38
H -0.449 -2.584 -8.680 0.36
H -2.072 -3.432 -7.023 0.36
C -0.911 3.845 8.518 -0.47
C 0.409 3.848 8.087 -0.07
C 1.433 4.062 8.999 -0.60
C 1.139 4.265 10.341 -0.33
C -0.181 4.259 10.770 -0.44
C -1.207 4.052 9.858 -0.37
H -1.711 3.681 7.807 0.36
H 0.640 3.684 7.044 0.55
H 2.462 4.070 8.664 0.37
H 1.939 4.427 11.052 0.36
H -0.411 4.415 11.817 0.35
H -2.236 4.052 10.193 0.36
```



The following is a quantum chemistry calculation of C50H48BrN6OS3SeSiTl as an isolated structure, from OMol25.

For the HOMO-LUMO gap, the calculation gives 6.882 eV. The molecular weight comes out at 1236.51 g mol⁻¹. The spin multiplicity is 1. Its lowest unoccupied orbital energy is 0.0053 hartree. The calculation puts the total energy at -244085.1334 eV.

```
112
Properties=species:S:1:pos:R:3:mulliken_charge:R:1
Tl -0.611 1.244 -0.671 2.10
S -0.034 3.638 -0.571 -0.47
C -1.599 4.410 -0.864 0.53
C -1.648 5.791 -0.653 -0.92
C -2.798 6.518 -0.898 -0.66
C -3.936 5.859 -1.349 -0.67
C -3.900 4.494 -1.553 -1.06
C -2.741 3.740 -1.330 0.45
S -2.808 2.027 -1.703 -0.70
H -0.758 6.293 -0.290 0.46
H -2.809 7.587 -0.727 0.41
H -4.850 6.409 -1.536 0.38
H -4.783 3.975 -1.907 0.44
N 0.930 3.492 -3.931 -0.22
C -0.389 3.350 -4.438 -0.03
C -1.314 4.370 -4.292 -0.42
C -2.595 4.214 -4.798 -0.57
C -2.965 3.030 -5.416 -0.77
C -2.049 1.993 -5.523 -0.37
C -0.754 2.160 -5.056 0.51
S 0.448 0.877 -5.185 -0.15
N 1.409 1.169 -3.809 -0.23
C 1.555 2.367 -3.409 0.16
C 2.518 2.631 -2.296 0.23
C 3.447 3.659 -2.397 -0.60
C 4.291 3.890 -1.324 -0.80
C 4.171 3.098 -0.194 -1.03
C 3.218 2.090 -0.193 -0.06
N 2.413 1.851 -1.222 0.43
H 1.002 4.284 -3.304 0.40
H -1.041 5.280 -3.768 0.37
H -3.312 5.015 -4.679 0.40
H -3.970 2.903 -5.795 0.37
H -2.330 1.050 -5.976 0.41
H 3.503 4.255 -3.299 0.61
H 5.028 4.681 -1.368 0.43
H 4.797 3.257 0.674 0.51
H 3.069 1.450 0.668 0.23
C -5.356 -0.279 -0.007 -0.56
N -4.758 -1.223 0.922 0.49
C -5.138 -2.541 1.064 -0.64
C -4.345 -3.085 2.007 -0.67
N -3.490 -2.089 2.439 0.46
C -2.464 -2.256 3.449 -0.74
C -3.760 -0.928 1.788 -0.22
Se -2.996 0.723 2.085 -0.24
H -5.653 -0.821 -0.904 0.31
H -4.618 0.476 -0.268 -0.05
H -6.220 0.206 0.448 0.27
H -5.917 -2.972 0.463 0.56
H -4.303 -4.084 2.403 0.51
H -1.732 -2.995 3.123 0.36
H -2.910 -2.569 4.392 0.38
H -1.975 -1.294 3.585 -0.10
C 4.119 -5.128 5.752 -1.57
C 3.944 -4.062 4.707 0.76
C 4.493 -2.798 4.875 -1.00
C 4.337 -1.808 3.915 1.11
C 4.929 -0.443 4.170 -1.80
C 3.591 -2.092 2.762 0.86
C 3.404 -1.025 1.764 -0.70
O 2.472 -0.952 0.997 0.20
C 3.015 -3.363 2.573 0.91
C 2.210 -3.715 1.353 -0.83
C 3.218 -4.326 3.550 -1.17
H 4.762 -4.788 6.562 0.36
H 4.561 -6.027 5.320 0.36
H 3.156 -5.412 6.179 0.31
H 5.052 -2.576 5.777 0.26
H 5.400 -0.418 5.151 0.36
H 4.166 0.337 4.147 0.32
H 5.691 -0.182 3.432 0.38
H 4.185 -0.241 1.751 0.31
H 2.717 -3.436 0.428 0.10
H 1.258 -3.183 1.345 0.00
H 2.011 -4.787 1.334 0.42
H 2.792 -5.313 3.407 0.39
Br 0.786 -1.562 4.976 -0.12
C 0.695 0.101 4.078 -0.50
C 0.906 1.282 4.768 -0.30
C 0.821 2.468 4.059 -1.21
C 0.536 2.419 2.700 -0.31
N 0.336 1.278 2.049 1.00
C 0.403 0.136 2.727 -0.64
H 1.122 1.271 5.827 0.52
H 0.965 3.421 4.550 0.48
H 0.455 3.321 2.105 0.35
H 0.222 -0.776 2.174 0.70
C -4.300 -2.515 -3.307 -0.79
C -3.991 -3.187 -2.134 -0.73
C -2.898 -2.788 -1.375 -0.16
C -2.087 -1.728 -1.782 0.68
C -2.409 -1.069 -2.973 0.01
C -3.510 -1.452 -3.723 -0.52
Si -0.550 -1.289 -0.806 -0.68
C 0.921 -2.153 -1.562 0.72
C 0.798 -3.531 -1.772 -0.60
C 1.844 -4.268 -2.304 -0.62
C 3.030 -3.630 -2.647 -0.70
C 3.158 -2.262 -2.461 -0.74
C 2.111 -1.526 -1.920 0.04
H -5.156 -2.819 -3.898 0.40
H -4.600 -4.023 -1.810 0.45
H -2.677 -3.309 -0.449 0.35
H -1.800 -0.242 -3.323 -0.02
H -3.753 -0.918 -4.633 0.44
H -0.783 -1.792 0.575 -0.23
H -0.129 -4.038 -1.521 0.29
H 1.735 -5.335 -2.456 0.44
H 3.849 -4.200 -3.068 0.38
H 4.075 -1.759 -2.744 0.48
H 2.222 -0.462 -1.776 0.60
```



What is the molecular weight in the first record? 709.93 g mol⁻¹